19
Properties=species:S:1:pos:R:3:mulliken_charge:R:1 method="wB97M-V/def2-TZVPD" e_homo_ev=-7.55 lumo_ha=-0.050 orbital_gap_ha=0.227 charge=0
C 2.7640 -1.0696 -0.2674 -0.35
C 2.4819 -2.3891 -0.3342 -0.60
C 1.6649 -0.2751 0.1840 -0.20
C 0.5505 -1.0534 0.4314 0.37
C -2.3845 0.8007 -0.1229 -0.62
C -1.2496 0.6798 0.5171 -0.43
C -3.1535 -0.4761 -0.4088 -0.54
C -0.7980 -0.6589 0.9063 0.32
Si 1.8238 1.5611 0.3578 0.36
S 0.8596 -2.7240 0.1360 -0.08
S -2.1258 -1.8474 0.1997 -0.22
H 3.7173 -0.6381 -0.5184 0.33
H 3.1151 -3.1939 -0.6463 0.41
H -2.8260 1.7265 -0.4526 0.41
H -4.1179 -0.5164 0.0992 0.30
H -3.3138 -0.6029 -1.4817 0.33
H -0.8591 -0.7996 1.9918 0.32
H 1.8035 2.2159 1.6518 -0.05
H 2.4656 2.2690 -0.7430 -0.06

=====

67
Properties=species:S:1:pos:R:3:mulliken_charge:R:1 method="wB97M-V/def2-TZVPD" e_homo_ev=-1.26 lumo_ha=0.163 orbital_gap_ha=0.209 charge=-2
Ca 0.5216 -0.6146 0.6537 1.67
O 0.6037 3.6749 -0.1063 -0.75
C 0.3346 2.5176 0.2249 0.40
O 1.0709 1.6325 0.7246 -0.80
C -1.1403 2.0883 0.0866 0.39
C -2.1773 3.0009 -0.1067 -0.66
C -3.4822 2.5399 -0.0429 -0.09
C -3.7237 1.2085 0.2537 -0.65
C -2.6311 0.3679 0.4562 0.34
N -1.3926 0.8144 0.3331 -0.47
C -2.7423 -1.0987 0.9485 0.10
O -3.8737 -1.5992 0.9880 -0.79
O -1.6490 -1.6102 1.3012 -0.75
H -1.9250 4.0349 -0.2896 0.48
H -4.3108 3.2243 -0.1937 0.39
H -4.7168 0.7974 0.3594 0.48
C 9.2998 1.2792 0.0205 -1.41
C 7.9169 0.7190 -0.1459 0.76
C 7.3184 0.6336 -1.3911 -1.10
C 6.0431 0.1184 -1.5601 0.75
C 5.4555 0.0560 -2.9369 -1.54
C 5.3121 -0.3464 -0.4542 0.27
Se 3.6156 -1.1626 -0.6852 -0.31
C 5.9105 -0.2489 0.8197 1.28
C 5.1863 -0.7259 2.0419 -1.37
C 7.1858 0.2709 0.9498 -1.05
H 9.6880 1.6458 -0.9319 0.33
H 10.0019 0.5289 0.3964 0.28
H 9.3129 2.1148 0.7258 0.31
H 7.8557 0.9854 -2.2663 0.17
H 6.1117 0.5342 -3.6671 0.37
H 4.4748 0.5303 -2.9560 0.28
H 5.2811 -0.9809 -3.2309 0.26
H 4.1255 -0.4758 1.9836 0.19
H 5.6222 -0.2965 2.9466 0.40
H 5.2249 -1.8170 2.1081 0.15
H 7.6196 0.3351 1.9430 0.30
O 0.3951 -3.5351 -2.6367 -0.78
C 0.7461 -3.6302 -1.4757 -0.16
N 1.1655 -4.8101 -0.8933 -0.15
C 1.4781 -4.6480 0.5017 3.71
C 1.1573 -3.1448 0.6312 0.94
O 1.2818 -2.5290 1.6962 -1.11
N 0.7217 -2.6463 -0.5079 -1.05
C 0.5181 -5.4650 1.3481 -0.60
C 0.8036 -6.7913 1.6482 -0.09
C -0.1123 -7.5736 2.3351 -0.83
C -1.3226 -7.0317 2.7315 -0.34
C -1.6112 -5.7065 2.4339 -0.90
C -0.6986 -4.9212 1.7456 -0.45
C 2.9334 -4.8344 0.8669 -0.77
C 3.2997 -4.8488 2.2123 -0.03
C 4.6327 -4.9235 2.5710 -1.03
C 5.6180 -4.9846 1.5945 -0.34
C 5.2595 -4.9589 0.2602 -0.73
C 3.9238 -4.8767 -0.1039 -0.29
H 1.2935 -5.6395 -1.4420 0.24
H 1.7570 -7.2090 1.3519 0.41
H 0.1244 -8.6058 2.5629 0.37
H -2.0403 -7.6383 3.2725 0.37
H -2.5519 -5.2634 2.7330 0.50
H -0.9607 -3.8874 1.5352 0.52
H 2.5340 -4.7736 2.9714 0.50
H 4.9061 -4.9138 3.6196 0.35
H 6.6638 -5.0193 1.8775 0.37
H 6.0201 -4.9544 -0.5087 0.39
H 3.6564 -4.7888 -1.1469 0.32

=====

14
Properties=species:S:1:pos:R:3:mulliken_charge:R:1 method="wB97M-V/def2-TZVPD" e_homo_ev=-8.51 lumo_ha=-0.005 orbital_gap_ha=0.307 charge=0
C 0.0351 1.7374 0.0611 0.44
C -0.0738 0.2790 -0.3404 0.59
C -1.0708 0.3158 0.7801 -0.56
C 1.1246 -0.5847 -0.0294 -1.57
N -0.8024 1.7143 1.0068 -0.59
O 0.7435 2.6012 -0.5853 -0.41
S -3.2826 0.1323 -0.3111 -0.35
H -0.4777 0.0752 -1.4578 0.35
H -1.3496 -0.4799 1.5073 0.38
H 1.4526 -0.2864 0.9356 0.36
H 1.7894 -0.4215 -0.7869 0.41
H 1.1655 -1.6094 -0.0523 0.46
H 0.5540 3.4338 -0.2835 0.36
H -3.2152 -1.1912 -0.9094 0.11

=====

30
Properties=species:S:1:pos:R:3:lowdin_spin:R:1 method="wB97M-V/def2-TZVPD" e_homo_ev="-6.33 / -8.71" multiplicity=5 lumo_ha="-0.005 / -0.061" orbital_gap_ha="0.228 / 0.259" s2=6.0456 charge=0
Ru 0.0885 0.9250 1.2383 2.36
Cl -0.1563 3.0823 0.5059 0.17
Cl 0.1007 1.6692 3.4095 0.23
C 1.8150 0.4484 0.8296 0.63
H 2.3122 -0.2779 0.1616 0.07
H 2.5832 0.9046 1.4943 0.07
C -0.9830 0.1731 -0.5033 -0.02
C 0.2009 -0.5606 -0.8688 0.28
H -1.7431 -0.3674 0.0691 0.01
C 1.0158 -0.1835 -2.0479 0.04
H 0.3866 -1.5185 -0.3680 0.01
C 0.7678 1.2835 -2.4591 0.01
H 2.0838 -0.3379 -1.8426 0.01
H 0.7813 -0.8350 -2.9157 0.01
C -0.7308 1.5063 -2.7079 0.00
H 1.1233 1.9589 -1.6668 0.00
H 1.3264 1.5091 -3.3795 0.00
C -1.6102 1.1615 -1.5031 0.00
H -0.9030 2.5472 -3.0097 0.00
H -1.0341 0.8829 -3.5679 0.00
H -1.9068 2.0686 -0.9630 0.00
H -2.5469 0.7204 -1.8847 0.00
S -1.6030 -3.1485 2.8510 0.01
C 0.0836 -3.0013 3.2904 0.01
C 0.6029 -1.8001 2.8548 0.01
N -0.3354 -0.9943 2.2205 0.06
C -1.5501 -1.5506 2.1996 0.01
H 0.6325 -3.7755 3.8072 0.00
H 1.6218 -1.4422 2.9531 0.01
H -2.4237 -1.0478 1.8033 0.00

=====

19
Properties=species:S:1:pos:R:3:mulliken_charge:R:1 method="wB97M-V/def2-TZVPD" smiles="N[C@@H](CCC(=O)O)C(=O)O" e_homo_ev=-9.27 lumo_ha=0.012 orbital_gap_ha=0.353 charge=0
C -0.8919 0.6541 0.0907 0.59
C -1.4882 -0.7351 -0.0568 0.27
C 0.1138 0.7599 1.0552 -0.81
C 1.1697 -0.3316 0.8886 -0.85
C 2.1680 0.1309 -0.2143 0.76
H -1.7084 2.5324 0.3444 0.26
H -2.5537 1.7083 -0.6347 0.24
H -0.2391 0.8194 -0.8791 0.20
H -0.3675 0.4960 1.9446 0.41
H 0.6905 1.7354 1.0223 0.31
H 1.5295 -0.6920 1.8997 0.27
H 0.6811 -1.2477 0.3716 0.43
H 2.7168 -1.5916 -0.0210 0.46
H -3.0832 -1.5287 -1.0207 0.36
N -1.9769 1.5636 0.2016 -0.80
O -1.2756 -1.7438 0.4956 -0.53
O 1.7947 0.9957 -0.9449 -0.52
O 3.2347 -0.6398 -0.4165 -0.54
O -2.5357 -0.6178 -1.0115 -0.51

=====

Computed values of energy above the lowest of the compared OMol25 structures with the same formula, charge and spin (unit: kJ/mol) for the preceding records, in sequence: 277.4; 37.3; 387.1; 0.0; 276.7.
Computed values of electronic energy (unit: hartree) for the preceding records, in sequence: -1395.33833; -4891.42629; -684.65965; -1858.08938; -551.58442.